Here is a 2-piece molecular cluster, C11H17N2O3S overall from the OMol25 dataset. Energies are from wB97M-V/def2-TZVPD.

Computed properties:
2S+1	1
total charge	+1
Kohn-Sham gap	7.3	eV

```
34
Properties=species:S:1:pos:R:3:forces:R:3:mulliken_charge:R:1
C -0.339146 5.129126 0.071298 0.1 0.0 0.1 -0.8511
C -0.929758 4.167309 1.105225 0.2 0.0 -0.2 -0.3729
S -2.135085 2.906712 0.552785 -0.3 0.1 0.1 -0.0714
C -1.930025 2.744888 -1.227847 0.2 -0.1 -0.1 -1.4005
C -0.714939 1.955642 -1.627015 0.0 -0.2 0.1 0.5287
C -0.456132 0.683270 -1.151305 -0.2 0.2 0.0 0.0761
C 0.691074 0.009958 -1.576707 -0.1 -0.1 0.1 -0.5066
N 1.566457 0.529243 -2.405932 0.2 0.3 -0.3 -0.6759
N 1.285992 1.746143 -2.836051 0.1 -0.3 0.1 0.3155
C 0.226066 2.466659 -2.510015 -0.2 0.1 0.0 -0.3458
H -0.416938 4.779542 -0.952353 0.0 -0.1 -0.1 0.0893
H -0.814723 6.104725 0.116277 -0.1 0.0 -0.1 0.3129
H 0.720703 5.277140 0.271614 0.0 0.0 0.0 0.2882
H -0.136688 3.642854 1.629393 0.0 -0.1 0.0 0.3286
H -1.482000 4.744981 1.841571 0.0 -0.1 0.1 0.3715
H -2.814981 2.195462 -1.549771 -0.1 0.0 0.0 0.4144
H -1.954609 3.700897 -1.744827 0.0 0.1 0.0 0.5923
H -1.116034 0.195385 -0.446711 0.0 0.0 0.0 0.6327
H 0.900368 -0.986284 -1.215592 0.1 0.0 0.0 0.6023
H 1.970280 2.128361 -3.477393 0.1 -0.1 0.0 0.2736
H 0.137443 3.447012 -2.954567 0.1 0.0 -0.1 0.4541
C 0.363189 -5.653989 2.696050 -0.1 0.1 0.1 -1.4280
C 0.396710 -4.883638 1.404712 0.0 -0.1 0.1 0.4775
C 1.654488 -4.087478 1.130966 0.1 0.0 0.0 -0.5124
O 1.152507 -3.006796 0.315128 0.1 0.0 0.0 -0.2956
C -0.147795 -2.831107 0.630016 -0.1 -0.2 0.1 0.6249
O -0.800516 -1.901028 0.256127 0.0 0.1 0.0 -0.5332
O -0.595824 -3.823804 1.401640 0.0 0.0 -0.1 -0.3507
H -0.632236 -6.057646 2.872327 0.0 0.0 0.0 0.3578
H 1.067605 -6.483753 2.649828 0.0 0.0 0.0 0.3874
H 0.624466 -5.015269 3.540142 0.0 0.0 0.0 0.3506
H 0.165116 -5.533478 0.557123 0.0 0.0 0.0 0.2577
H 2.422095 -4.633229 0.591008 0.0 0.1 -0.1 0.3117
H 2.072869 -3.657810 2.042855 0.0 0.0 0.0 0.2961
```
Positions in Å, forces in eV/Å.